Formula: C35H28Br2N5O2PW
Source: OMol25
Level of theory: ωB97M-V/def2-TZVPD

F_max	2.77	eV Å⁻¹
charge	+2
gap between HOMO and LUMO (spin up / spin down)	6.2 / 6.3	eV
energy above the lowest of the compared OMol25 structures with the same formula, charge and spin	18.1	kcal/mol

XYZ file:
```
74
Properties=species:S:1:pos:R:3:forces:R:3
N -2.5726 1.0290 6.3196 -0.4 -0.1 0.6
H 2.3573 -2.5685 4.4571 0.0 0.0 -0.2
N -2.1455 0.8488 0.1082 -0.9 0.9 -0.4
H 0.4538 -1.8743 -1.6382 0.0 0.0 -0.3
C 1.3975 5.2182 -0.5910 0.0 -0.1 0.0
C 1.9661 -2.7866 3.4623 -0.8 -0.3 0.7
H 6.5010 -1.2149 -0.2046 0.1 -0.1 0.0
C 2.8142 -0.0401 -0.3694 -0.1 0.0 0.2
H 0.1626 -4.5918 2.0229 0.1 -0.1 0.0
H -0.3324 -3.3119 0.9061 -0.1 -0.2 0.2
C -0.5933 -2.8185 3.0273 0.2 0.2 -0.3
C 3.7547 0.4226 -1.2876 -0.2 0.0 0.2
C 0.3070 4.5654 -1.1481 0.0 0.0 0.0
C -0.8275 1.4439 3.4126 -0.7 0.6 1.3
O 2.9185 -2.3559 2.5005 0.1 0.8 -1.0
C 0.5252 0.5291 -4.6586 0.0 0.0 0.0
H -0.0588 -1.1626 -5.8262 0.0 0.0 -0.1
H -2.7190 -2.4942 2.8015 0.0 0.3 -0.3
H -4.9721 -2.4075 -2.8136 -0.1 0.0 -0.1
H 3.2414 5.0019 0.4763 0.1 0.0 0.0
C -4.3579 1.9357 -1.2697 0.4 0.0 0.3
C 5.4719 -0.8984 -0.2660 -0.1 0.1 -0.2
C 0.6969 -1.9821 3.1199 0.0 -0.4 0.8
C -2.4958 2.1350 0.2510 0.3 -0.5 0.2
N 1.0519 -1.3264 1.8415 0.5 -0.6 0.2
H -0.4944 5.1302 -1.5979 -0.1 0.1 -0.1
H 0.5495 -1.1867 3.8721 0.0 -0.2 -0.2
W -0.4977 -0.2721 0.9507 1.4 0.0 -0.6
H 3.1589 2.5419 0.4967 0.1 0.0 0.0
C 0.7611 0.1514 -2.3027 -0.2 -0.2 0.3
C -4.0480 0.5726 -1.4319 0.3 -0.1 0.2
C 5.0742 0.0080 -1.2408 0.0 -0.2 0.2
H -1.9443 -1.3628 3.9143 0.0 0.2 -0.2
C 0.1787 -0.7998 -4.8385 0.0 0.0 0.0
H -3.7935 3.7468 -0.2951 0.0 0.1 0.1
C 0.4460 -1.1958 -2.4905 0.1 -0.1 0.1
C -1.8198 -1.8998 2.9709 0.5 -0.2 0.2
C -2.4675 -1.2502 -0.8550 -2.4 0.2 -1.4
P 1.1366 0.6424 -0.5907 0.4 0.3 -0.7
H 1.4517 6.2947 -0.6231 0.0 0.1 0.0
H -0.0908 -2.7092 -3.9028 0.0 -0.1 0.0
Br -6.3554 0.1579 -3.1023 0.3 -0.1 0.2
C 4.5483 -1.3978 0.6292 -0.4 0.0 0.1
C 2.3655 3.1066 0.0298 -0.1 -0.2 -0.1
C 0.8240 1.0119 -3.3948 0.0 0.0 0.2
C -2.9105 0.0920 -0.7380 -0.1 -0.4 -0.3
H -1.7494 -1.1366 2.1265 -1.1 -0.7 1.1
C -3.2340 -2.1393 -1.6090 1.3 0.2 0.9
O -1.3698 -1.5375 -0.1915 1.4 0.2 1.2
C 3.2019 -0.9858 0.6045 0.6 0.3 -0.5
Br -2.6839 -3.9432 -1.7136 -0.1 0.3 0.0
C 0.1522 -1.6679 -3.7557 0.0 0.0 0.0
H 5.7850 0.3870 -1.9584 0.1 0.0 -0.1
H -0.6023 2.6691 -1.5617 0.0 0.1 -0.1
H -0.6624 -3.3931 3.9576 -0.1 0.1 0.0
C 0.2456 3.1847 -1.1266 0.0 -0.1 0.0
H -1.5364 -4.2877 1.7670 -0.1 0.0 -0.1
C -0.5672 -3.8035 1.8560 0.2 0.1 0.1
N -1.3021 1.9163 4.4286 1.1 0.4 -1.7
C -3.5682 2.7015 -0.4355 -0.4 -0.1 -0.2
H 1.8364 -3.8675 3.3637 0.0 0.1 -0.1
C 1.2931 2.4483 -0.5675 -0.1 -0.2 0.2
C -4.7813 -0.3729 -2.1989 -0.1 -0.4 -0.1
H -5.1985 2.3740 -1.7857 -0.1 0.0 0.0
C -4.3839 -1.6941 -2.2586 -0.5 0.6 -0.3
C -1.9695 1.4738 5.4531 -0.3 -0.5 0.4
H -1.8976 2.7343 0.9333 -0.1 -0.1 -0.1
C 2.4122 4.4908 0.0119 0.0 0.0 0.1
H 4.8578 -2.1168 1.3702 0.1 0.0 0.0
H 0.5717 1.1984 -5.5034 0.0 0.0 -0.1
C 2.3368 -1.5432 1.6308 -0.3 -0.2 0.4
H 1.1061 2.0468 -3.2656 0.0 0.1 0.0
N -0.3446 1.0616 2.3813 0.1 -0.2 -0.7
H 3.4346 1.1247 -2.0461 0.1 0.0 -0.1
```
Positions in Å, forces in eV/Å.

How positive or negative is each atom? The Mulliken charges in e answer that: number 1, N, carries -0.377; number 2, H, carries 0.356; number 3, N, carries 0.056; number 4, H, carries 0.342; number 5, C, carries -0.760; number 6, C, carries -0.641; number 7, H, carries 0.455; number 8, C, carries 0.580; number 9, H, carries 0.393; number 10, H, carries -0.011; number 11, C, carries 0.005; number 12, C, carries -0.782; number 13, C, carries -1.137; number 14, C, carries 0.971; number 15, O, carries -0.427; number 16, C, carries -0.794; number 17, H, carries 0.451; number 18, H, carries 0.469; number 19, H, carries 0.501; number 20, H, carries 0.474; number 21, C, carries -0.781; number 22, C, carries -0.759; number 23, C, carries -0.093; number 24, C, carries -0.106; number 25, N, carries 0.651; number 26, H, carries 0.495; number 27, H, carries 0.435; number 28, W, carries 0.908; number 29, H, carries 0.476; number 30, C, carries 0.930; number 31, C, carries 0.549; number 32, C, carries -0.788; number 33, H, carries 0.332; number 34, C, carries -0.705; number 35, H, carries 0.501; number 36, C, carries -0.727; number 37, C, carries -1.095; number 38, C, carries 0.065; number 39, P, carries 0.277; number 40, H, carries 0.456; number 41, H, carries 0.520; number 42, Br, carries -0.140; number 43, C, carries -0.989; number 44, C, carries -1.006; number 45, C, carries -0.339; number 46, C, carries 0.618; number 47, H, carries 0.335; number 48, C, carries -0.379; number 49, O, carries 0.524; number 50, C, carries -0.027; number 51, Br, carries -0.100; number 52, C, carries -0.635; number 53, H, carries 0.497; number 54, H, carries 0.944; number 55, H, carries 0.527; number 56, C, carries -0.708; number 57, H, carries 0.501; number 58, C, carries -1.172; number 59, N, carries -0.556; number 60, C, carries -1.143; number 61, H, carries 0.342; number 62, C, carries 0.747; number 63, C, carries -0.148; number 64, H, carries 0.431; number 65, C, carries -0.205; number 66, C, carries 0.396; number 67, H, carries 0.463; number 68, C, carries -0.803; number 69, H, carries 0.542; number 70, H, carries 0.480; number 71, C, carries 0.878; number 72, H, carries 0.518; number 73, N, carries -0.558; number 74, H, carries 0.499